(1)
ORCA calculation (ωB97M-V with the def2-TZVPD basis set) on C7H13BrNO6V as an isolated structure at a distorted geometry.

Properties
2S+1 ... 2
E_LUMO (alpha / beta) ... -1.279 / -1.874 eV
Charge ... -1
Gap between HOMO and LUMO (alpha / beta) ... 4.411 / 3.868 eV
ΔE to the lowest compared entry with this formula, charge and spin ... 244.0 kcal/mol

Last column: Mulliken spin population.
Atoms and positions in Å:
O1 2.215 -0.141 0.426  -0.38
V1 2.567 -0.909 -1.006  1.16
C1 6.181 -4.645 0.793  0.00
C2 5.252 -3.697 0.104  -0.01
O2 5.626 -2.879 -0.756  0.05
O3 3.984 -3.897 0.141  0.07
H1 6.105 -4.506 1.871  0.00
H2 7.175 -4.285 0.528  0.00
H3 5.966 -5.690 0.569  0.00
C3 -1.761 -2.921 -4.058  0.00
C4 -0.588 -2.325 -3.280  0.01
O4 0.571 -2.550 -3.686  -0.02
O5 -0.770 -1.683 -2.268  -0.01
H4 -1.667 -3.929 -4.463  0.00
H5 -1.990 -2.294 -4.920  0.00
H6 -2.603 -3.038 -3.377  0.00
Br1 3.460 1.894 -3.223  0.13
C5 -4.199 2.696 2.492  0.00
O6 -5.208 2.779 3.201  0.00
N1 -3.398 3.750 2.224  0.00
C6 -2.076 3.711 1.699  0.00
C7 -3.801 5.094 2.540  0.00
H7 -4.059 1.700 2.046  0.00
H8 -2.237 4.262 0.773  0.00
H9 -1.626 2.729 1.551  0.00
H10 -1.449 4.370 2.299  0.00
H11 -4.537 5.163 3.341  0.00
H12 -2.979 5.740 2.848  0.00
H13 -4.151 5.498 1.591  0.00



(2)
ORCA calculation (ωB97M-V with the def2-TZVPD basis set) on a 2-piece molecular cluster, C7H13Cl3N4OP overall at a distorted geometry.

Properties
2S+1 ... 1
E_LUMO ... -4.260 eV
Charge ... +1
Gap between HOMO and LUMO ... 8.044 eV

Last column: natural (NBO) charge in e.
Atoms and positions in Å:
C1 -4.031 2.649 -0.791  -0.38
C2 -3.201 2.310 -1.790  -0.03
N1 -2.144 1.383 -1.576  -0.17
C3 -1.997 0.634 -0.473  0.28
N2 -0.931 -0.139 -0.584  -0.46
C4 -0.383 0.139 -1.767  0.58
N3 0.720 -0.434 -2.265  -0.90
P1 1.709 -1.723 -1.524  1.31
O1 3.181 -1.266 -2.014  -0.96
Cl1 1.758 -1.328 0.495  -0.29
N4 -1.113 1.086 -2.411  -0.16
C5 -0.919 1.666 -3.731  -0.43
H1 -5.096 2.666 -0.956  0.25
H2 -3.637 2.904 0.184  0.23
H3 -3.266 2.738 -2.779  0.23
H4 -2.634 0.617 0.389  0.26
H5 1.019 -0.125 -3.178  0.43
H6 3.465 -0.497 -1.497  0.51
H7 -0.248 2.518 -3.713  0.24
H8 -0.557 0.889 -4.396  0.24
H9 -1.893 1.945 -4.110  0.24
Cl2 3.056 -3.689 6.324  -0.04
C6 2.252 -3.041 4.875  -0.39
C7 2.766 -1.673 4.504  -0.39
Cl3 2.296 -0.431 5.691  -0.05
H10 1.182 -3.026 5.062  0.22
H11 2.451 -3.739 4.062  0.22
H12 2.346 -1.368 3.547  0.21
H13 3.850 -1.665 4.421  0.23



(3)
ORCA calculation (ωB97M-V with the def2-TZVPD basis set) on C7H13ClGdI2N2OP as an isolated structure at a distorted geometry.

Properties
2S+1 ... 8
E_LUMO (alpha / beta) ... -8.082 / -11.286 eV
Charge ... +2
Gap between HOMO and LUMO (alpha / beta) ... 8.581 / 5.038 eV
ΔE to the lowest compared entry with this formula, charge and spin ... 83.6 kcal/mol

Last column: Mulliken spin population.
Atoms and positions in Å:
I1 -0.905 -2.485 -0.313  0.67
I2 -0.882 2.490 -0.282  0.88
Gd1 0.885 0.012 0.498  4.93
P1 0.229 0.004 -2.471  0.27
C1 -1.405 -0.012 -3.305  0.03
C2 1.013 1.418 -3.334  0.05
H1 2.024 -1.557 -2.867  0.00
H2 1.151 -1.151 -4.387  0.00
H3 0.435 -2.313 -3.198  0.00
C3 1.036 -1.404 -3.325  0.03
H4 2.005 1.579 -2.889  0.00
H5 1.116 1.168 -4.398  0.01
H6 -1.261 -0.008 -4.396  0.01
H7 -1.982 0.874 -3.015  0.00
H8 0.406 2.322 -3.198  -0.01
H9 -1.964 -0.909 -3.016  -0.01
C4 -2.000 0.016 0.076  0.09
O1 -3.150 0.015 0.014  0.01
Cl1 3.337 0.058 -0.025  0.02
N1 -0.424 -1.030 3.452  0.00
C5 -0.438 -0.639 4.731  0.00
C6 0.180 0.618 4.801  0.00
C7 0.550 0.934 3.476  -0.01
N2 0.190 -0.104 2.647  0.01
H10 -0.866 -1.848 3.045  0.00
H11 -0.863 -1.233 5.519  0.00
H12 0.368 1.220 5.674  0.00
H13 0.965 1.857 3.083  0.00



(4)
ORCA calculation (ωB97M-V with the def2-TZVPD basis set) on a 2-piece molecular cluster, C7H13ClN4Si overall at a distorted geometry.

Properties
2S+1 ... 1
E_LUMO ... -0.192 eV
SMILES ... [H]/N=N\c1cccnn1.C[Si](C)(C)Cl
Charge ... 0
Gap between HOMO and LUMO ... 8.756 eV
ΔE to the lowest compared entry with this formula, charge and spin ... 0.0 kcal/mol

Last column: natural (NBO) charge in e.
Atoms and positions in Å:
C1 -3.257 -1.030 1.248  -0.22
C2 -2.144 -1.153 0.379  -0.17
C3 -3.960 0.079 1.100  -0.03
C4 -1.813 -0.124 -0.465  0.22
C5 1.451 1.654 -0.873  -1.11
C6 1.970 -1.597 -0.519  -1.11
C7 3.402 0.651 1.293  -1.12
N1 -3.725 0.970 0.111  -0.18
N2 -2.674 0.915 -0.530  -0.21
N3 -0.702 0.244 -2.466  -0.23
N4 -0.708 -0.074 -1.309  -0.15
Si1 1.896 0.164 0.244  1.63
Cl1 0.364 0.034 1.787  -0.47
H1 -3.630 -1.849 1.862  0.24
H2 -1.585 -2.090 0.259  0.23
H3 -4.954 0.451 1.535  0.23
H4 1.823 1.416 -1.890  0.25
H5 0.418 1.838 -0.720  0.25
H6 2.117 2.541 -0.573  0.24
H7 1.398 -1.770 -1.406  0.25
H8 3.049 -1.659 -0.794  0.23
H9 1.761 -2.384 0.167  0.24
H10 3.174 1.534 1.781  0.24
H11 3.652 -0.116 2.040  0.24
H12 4.306 0.797 0.608  0.23
H13 -1.631 0.562 -2.869  0.29



(5)
ORCA calculation (ωB97M-V with the def2-TZVPD basis set) on a 2-piece molecular cluster, C7H13ClOSi overall at a distorted geometry.

Properties
2S+1 ... 3
E_LUMO (alpha / beta) ... 0.778 / -2.417 eV
Charge ... 0
Gap between HOMO and LUMO (alpha / beta) ... 6.337 / 7.992 eV
ΔE to the lowest compared entry with this formula, charge and spin ... 16.6 kcal/mol

Last column: Mulliken spin population.
Atoms and positions in Å:
C1 -1.500 -0.429 2.501  0.53
C2 -1.599 -0.176 1.338  0.09
C3 0.229 1.710 0.144  0.02
C4 0.201 -0.301 -1.511  0.07
C5 -2.843 -0.289 -0.596  0.97
C6 -0.542 0.776 -0.787  0.02
C7 -1.720 0.119 -0.015  0.26
O1 1.116 -1.647 1.304  0.00
Si1 2.685 -1.858 1.576  0.00
Cl1 2.890 -1.671 3.586  0.00
H1 -1.148 -0.693 3.436  0.00
H2 -0.385 2.323 0.769  -0.01
H3 1.008 1.235 0.687  -0.01
H4 0.911 2.354 -0.489  0.00
H5 0.510 -1.085 -0.892  -0.03
H6 -0.290 -0.599 -2.315  0.01
H7 1.257 0.033 -1.855  0.00
H8 -2.943 0.056 -1.615  0.01
H9 -3.614 -0.816 -0.103  0.01
H10 0.579 -1.497 2.072  0.01
H11 -0.924 1.443 -1.597  0.01
H12 3.375 -0.556 1.081  0.00
H13 3.172 -3.115 1.055  0.00



(6)
ORCA calculation (ωB97M-V with the def2-TZVPD basis set) on a 2-piece molecular cluster, C7H13F2NSi overall at a distorted geometry.

Properties
2S+1 ... 1
E_LUMO ... 0.750 eV
SMILES ... C=C(C)[Si](C)(F)F.CC=C=N
Charge ... 0
Gap between HOMO and LUMO ... 9.255 eV
ΔE to the lowest compared entry with this formula, charge and spin ... 5.5 kcal/mol

Last column: natural (NBO) charge in e.
Atoms and positions in Å:
C1 -1.607 -0.930 1.385  0.43
C2 -2.531 -1.045 -0.794  -0.60
C3 -0.355 1.505 -1.217  -0.38
C4 0.443 -0.588 -2.254  -0.65
C5 1.405 0.793 1.934  -1.16
C6 -1.328 -1.092 0.119  -0.43
C7 0.443 0.469 -1.112  -0.45
N1 -2.081 -0.542 2.438  -0.64
F1 2.470 -1.181 0.083  -0.65
F2 3.066 1.175 -0.393  -0.65
Si1 1.843 0.289 0.168  2.16
H1 -2.416 -0.403 -1.576  0.20
H2 -3.550 -0.692 -0.327  0.22
H3 -2.695 -2.058 -1.106  0.22
H4 -1.927 0.330 2.760  0.37
H5 -0.145 2.358 -0.654  0.19
H6 -1.064 1.619 -1.985  0.18
H7 0.325 -1.612 -1.764  0.21
H8 1.435 -0.587 -2.775  0.23
H9 -0.362 -0.214 -2.869  0.21
H10 0.705 0.071 2.170  0.23
H11 2.216 0.933 2.651  0.26
H12 0.978 1.832 1.893  0.25
H13 -0.494 -1.653 -0.165  0.23



Question: Among the records above, which one has the lowest charge?
Answer: C7H13BrNO6V



Question: Look up the charge of the fourth one.
Answer: 0